[1]
{
  "formula": "C4H8O",
  "method": "the ωB97M-V functional and the def2-TZVPD basis",
  "relative_energy_kj_mol": 245.0,
  "species": ["O", "C", "C", "C", "C", "H", "H", "H", "H", "H", "H", "H", "H"],
  "coordinates": [[1.331770, -0.484717, -0.999012], [-1.014883, -1.115361, -0.085114], [0.150915, -0.133249, -0.228380], [-0.332416, 1.352815, -0.220193], [1.496017, -0.223673, 0.403906], [-1.954297, -0.540025, 0.507555], [-1.309158, -1.454406, -1.229847], [2.073466, 0.623580, 0.820570], [-0.746755, 1.440504, 0.744342], [0.405116, 2.151628, -0.388181], [1.648848, -0.994940, 1.107033], [-1.113766, 1.426628, -1.030883], [-0.634851, -2.048784, 0.598198]],
  "forces_ev_per_a": [[-0.560, 0.268, 0.922], [-0.590, -1.059, 0.338], [1.058, 2.282, 0.921], [-0.258, -1.245, -2.878], [-0.945, 0.197, 0.334], [2.575, -1.798, -1.861], [0.430, 0.679, 3.207], [-0.504, 0.177, -1.190], [-0.808, 0.527, 1.059], [0.061, -0.674, 0.046], [0.319, -1.760, 0.053], [0.476, 0.335, 0.993], [-1.254, 2.072, -1.943]]
}

[2]
{
  "formula": "C54H41BaN8O6S4SbSe2",
  "method": "the ωB97M-V functional and the def2-TZVPD basis",
  "total_charge": -2,
  "species": ["Ba", "Sb", "Se", "Se", "S", "S", "S", "S", "O", "O", "O", "O", "O", "O", "N", "N", "N", "N", "N", "N", "N", "N", "C", "C", "C", "C", "C", "C", "C", "C", "C", "C", "C", "C", "C", "C", "C", "C", "C", "C", "C", "C", "C", "C", "C", "C", "C", "C", "C", "C", "C", "C", "C", "C", "C", "C", "C", "C", "C", "C", "C", "C", "C", "C", "C", "C", "C", "C", "C", "C", "C", "C", "C", "C", "C", "C", "H", "H", "H", "H", "H", "H", "H", "H", "H", "H", "H", "H", "H", "H", "H", "H", "H", "H", "H", "H", "H", "H", "H", "H", "H", "H", "H", "H", "H", "H", "H", "H", "H", "H", "H", "H", "H", "H", "H", "H", "H"],
  "coordinates": [[11.931188, 13.297342, 15.491503], [10.209992, 19.203554, 11.981066], [10.545926, 12.862884, 18.624943], [11.390197, 10.658480, 19.491119], [9.601980, 17.355095, 18.153754], [6.819321, 16.617092, 17.994065], [7.310084, 14.583933, 16.087358], [10.506237, 16.448238, 15.433554], [7.646787, 18.295939, 19.875213], [12.548218, 13.454468, 12.831243], [12.822840, 11.274377, 14.351642], [14.891382, 12.961373, 10.667026], [14.202526, 9.044644, 12.848142], [14.071775, 10.115506, 9.917350], [10.861007, 15.660686, 9.471835], [9.192184, 9.955540, 17.843853], [14.212180, 15.165695, 16.192258], [8.820155, 15.413588, 11.850574], [5.818957, 16.598318, 13.587721], [10.514343, 13.502328, 9.796253], [6.302710, 16.773882, 11.406514], [13.146706, 14.046253, 18.997561], [9.987193, 14.766142, 9.871151], [14.263052, 17.565283, 11.958250], [11.881048, 13.618863, 9.587845], [10.520600, 9.794134, 18.037371], [9.059582, 19.549554, 9.102001], [10.297666, 21.329973, 12.186661], [12.894978, 17.762562, 11.982594], [4.827669, 17.427917, 13.106156], [8.689234, 15.277507, 10.451316], [14.821633, 14.866128, 15.229533], [13.277947, 11.270342, 13.189048], [13.929924, 14.987013, 19.509219], [3.641570, 19.364763, 11.581547], [7.909080, 17.615578, 18.910127], [14.409497, 14.811953, 8.974620], [9.288400, 16.527952, 16.621736], [10.687007, 8.473797, 16.038487], [10.772579, 24.036905, 12.815187], [15.112330, 18.498465, 12.483074], [13.147536, 19.868440, 13.025543], [11.348858, 18.938030, 9.062929], [9.582199, 21.921657, 13.218366], [5.184995, 17.552280, 11.721211], [12.146524, 15.962746, 20.829473], [8.975395, 19.486709, 7.743537], [10.256074, 19.358895, 9.791049], [11.273153, 9.016979, 17.154516], [10.098476, 19.054750, 7.065658], [3.551952, 19.433314, 12.975725], [7.893153, 16.030047, 16.676930], [14.389714, 13.337394, 9.298593], [13.870430, 10.139476, 12.410620], [13.883759, 10.677900, 10.994749], [13.268427, 15.541915, 8.875477], [7.766832, 15.290284, 12.822461], [12.047796, 14.988674, 9.244994], [11.226026, 22.066723, 11.506897], [4.510236, 18.440180, 10.915775], [13.670656, 12.239624, 10.973622], [11.856847, 14.046003, 19.325659], [11.245804, 18.719356, 7.697481], [11.501169, 23.390745, 11.830137], [9.820975, 23.254692, 13.504183], [4.090464, 18.417882, 13.757454], [9.314788, 8.419818, 15.967825], [8.645485, 9.203498, 16.865033], [6.668971, 16.284116, 12.561235], [11.300318, 15.040163, 20.231061], [15.528530, 14.570172, 13.978176], [13.011134, 12.708413, 9.643096], [13.492031, 15.978083, 20.437780], [14.562930, 19.656598, 13.035379], [13.102136, 12.397010, 12.321188], [12.329856, 18.925588, 12.398685], [11.285928, 7.962849, 15.303103], [10.009721, 18.871096, 6.010810], [7.152807, 14.345371, 12.804061], [4.640982, 18.452378, 9.869394], [3.132897, 20.074240, 11.030280], [15.229133, 20.476684, 13.422740], [8.817953, 7.926440, 15.125514], [8.203371, 15.497296, 13.821999], [16.228450, 18.300235, 12.580011], [14.271889, 16.662443, 20.760731], [10.971718, 25.054952, 13.116630], [3.998521, 18.384422, 14.798843], [3.067514, 20.261132, 13.480343], [11.668281, 21.576547, 10.660530], [12.812937, 11.816513, 9.037659], [8.825681, 21.413903, 13.852317], [7.863293, 14.560864, 10.218531], [11.993976, 18.265771, 7.060434], [15.043072, 12.723314, 8.674477], [14.646518, 16.644012, 11.555357], [12.378385, 16.953697, 11.517901], [8.012298, 19.722382, 7.270418], [15.980886, 15.447529, 13.526485], [12.355714, 8.907510, 17.340968], [13.350526, 16.590832, 8.648699], [14.929694, 14.943399, 19.126498], [12.309017, 18.759971, 9.613605], [12.342155, 23.907178, 11.384846], [9.120039, 23.675617, 14.220162], [8.223585, 20.016637, 9.587555], [12.787893, 20.796093, 13.401632], [15.395454, 15.213854, 8.867220], [9.745220, 15.187164, 12.252702], [7.541846, 9.190154, 16.779009], [8.471884, 16.231297, 9.917883], [16.341966, 13.920720, 14.330487], [11.780458, 16.670557, 21.549403], [14.980708, 14.040226, 13.213495], [10.052631, 12.672272, 10.209358], [10.193188, 15.133230, 20.292129], [5.891619, 16.159250, 14.538538]],
  "forces_ev_per_a": [[-0.314, 0.733, -0.562], [-0.283, -0.174, -0.302], [0.113, -1.388, 0.237], [-0.476, 1.505, -0.334], [-0.137, 1.492, 0.876], [0.344, 0.203, -0.202], [-0.879, -1.717, -1.442], [0.575, -0.827, -0.265], [0.379, -0.054, -0.060], [0.267, -0.242, -0.482], [-0.406, -0.193, 2.552], [-0.236, 0.840, -0.417], [0.049, -0.246, -0.498], [-0.155, -0.357, 1.167], [0.424, -0.130, -0.221], [0.594, -0.908, -0.019], [1.765, -1.127, -2.514], [1.590, -0.066, 1.958], [0.004, -0.862, 1.375], [0.129, -1.284, 1.758], [-0.500, 0.586, 0.386], [-0.902, -0.616, -0.213], [0.220, 1.321, -0.683], [0.175, -0.563, 0.312], [-0.447, 3.389, -0.999], [-1.182, -0.635, -1.196], [-0.136, 1.446, 0.825], [-0.603, -0.910, 1.000], [0.997, -1.096, -1.093], [1.678, 0.997, -0.912], [-0.685, -1.210, -1.489], [-2.052, 1.341, 1.463], [0.721, -0.719, -3.982], [-1.002, 0.844, 0.836], [1.999, -1.721, 0.233], [1.081, -0.712, -1.103], [-0.738, -0.607, 0.110], [-5.314, -0.729, 1.425], [0.334, -1.296, 0.034], [-0.554, -1.349, 0.723], [1.662, 0.642, 0.978], [2.113, -0.734, -0.863], [1.542, -0.387, 0.868], [-0.137, 0.369, 0.457], [0.043, -0.604, 0.407], [0.867, -0.183, -0.668], [-0.375, -0.084, -0.269], [0.187, -0.742, 0.550], [1.435, 0.668, 0.670], [-1.445, -0.275, -1.400], [-0.166, -0.819, 0.102], [4.190, 1.771, 0.916], [-0.024, -0.174, 1.434], [-0.717, 1.435, 1.002], [0.776, 0.912, -1.393], [3.149, 0.102, 0.271], [-0.606, 0.618, -0.656], [-2.829, -2.841, 1.408], [0.108, 0.520, -0.582], [-1.734, 1.252, 1.869], [-0.454, -1.464, 0.155], [-0.246, 2.351, 1.952], [0.783, 0.017, 0.088], [0.327, 0.312, 0.098], [-0.665, 0.885, -0.115], [0.102, -0.406, -1.533], [0.438, 0.417, -1.044], [-1.677, 0.587, 0.855], [-0.506, -0.458, 0.557], [-0.117, -0.937, -1.333], [1.153, -0.472, 0.969], [0.343, -1.575, -0.580], [0.458, -1.627, -1.054], [-0.648, 1.086, 0.348], [-0.490, 0.891, 1.885], [-0.985, 1.250, 0.513], [0.250, 0.010, -0.110], [0.091, 0.029, -0.453], [1.013, 0.029, 0.237], [0.218, 0.157, -1.010], [-0.897, 1.425, -1.226], [-0.764, -1.036, -0.223], [0.048, 0.175, 0.535], [-0.392, -0.540, -0.592], [-1.515, 0.389, -0.416], [-0.506, 0.127, 0.285], [-0.024, 0.076, -0.104], [-0.087, 0.178, 1.443], [-0.248, -0.054, -0.217], [0.703, 0.046, -0.230], [0.129, 0.012, 0.040], [0.644, 0.042, -0.710], [0.238, 0.405, -0.041], [0.506, 0.112, 0.426], [-0.418, 0.245, -0.568], [0.052, -0.275, -0.136], [-1.013, -0.302, -0.178], [0.620, -0.120, -0.045], [-0.166, 0.288, 0.205], [-0.667, 0.208, -0.349], [-0.168, 0.294, -0.091], [0.510, 0.282, 0.085], [-0.907, -0.026, -0.718], [-0.117, 0.024, -0.375], [0.464, 0.389, 0.187], [-0.512, -0.360, 0.645], [-0.417, 0.527, 0.230], [0.301, 0.495, -0.378], [-0.952, 0.276, -0.537], [0.647, 0.512, 0.318], [0.062, -0.615, 0.393], [0.057, 0.002, -0.492], [-0.228, 0.273, 0.044], [-0.652, -0.130, 0.049], [0.591, 0.950, -0.396], [1.033, -0.300, 0.365], [0.177, 0.515, -1.033]]
}

Number 1: LUMO level 1.0 eV. Number 2: LUMO level 2.2 eV.